No. 1
{"formula": "C2H5ClN2S", "method": "wB97M-V/def2-TZVPD", "species": ["C", "C", "S", "N", "N", "H", "H", "H", "H", "Cl", "H"], "xyz": [[1.4110, 0.3340, 0.1765], [0.2634, -0.4556, 0.8413], [0.0568, -1.9792, -0.3072], [1.1950, -1.4165, -1.4857], [1.7239, -0.3387, -1.2061], [1.2235, 1.3432, 0.0169], [2.2667, 0.3225, 0.7059], [0.5970, -0.7895, 1.8523], [-0.6782, -0.0048, 0.8630], [-3.7312, 0.9680, -0.8262], [-4.3278, 2.0166, -0.6307]], "forces_ev_per_angstrom": [[-3.1, -2.9, -2.7], [2.1, -1.9, -0.3], [0.1, 0.7, 1.1], [0.1, 1.7, 1.2], [0.3, 0.1, 0.3], [-0.8, 1.8, -0.7], [3.1, -0.6, 1.8], [-0.6, 0.1, -0.8], [-1.2, 1.0, 0.1], [1.1, -1.8, -0.3], [-1.0, 1.8, 0.3]], "spin_multiplicity": 1, "smiles": "C1CSN=N1.Cl", "de_lowest_kj_mol": 133.0, "charge": 0, "e_homo_ev": -9.200, "e_tot_ha": -1047.029663, "homo_lumo_gap_ev": 9.954}


No. 2
{"formula": "C2H5ClNO", "method": "wB97M-V/def2-TZVPD", "species": ["C", "C", "N", "O", "Cl", "H", "H", "H", "H", "H"], "xyz": [[0.9541, 0.0234, 0.5600], [0.1845, 0.3856, -0.6645], [-1.3956, -0.7089, -0.6552], [-1.2535, -1.6360, 0.1017], [-2.6187, 0.7538, 0.2328], [1.9679, 0.5672, 0.4071], [0.4118, 0.3387, 1.4976], [1.0762, -1.1920, 0.7775], [-0.0485, 1.4644, -0.7507], [0.7218, 0.0039, -1.5063]], "forces_ev_per_angstrom": [[0.9, -1.3, 1.5], [-1.8, -1.2, 0.7], [2.3, -0.3, -0.6], [0.3, 0.6, -0.4], [-1.0, 1.2, 0.8], [-1.2, -1.2, 1.0], [0.7, 0.1, -0.9], [-0.1, 3.1, -1.1], [-0.2, -0.8, 0.1], [0.1, -0.1, -1.0]], "spin_multiplicity": 1, "de_lowest_kj_mol": 476.8, "charge": -1, "e_homo_ev": [-2.762, -2.763], "e_tot_ha": -669.309525, "homo_lumo_gap_ev": [7.140, 7.141]}


No. 3
{"formula": "C2H5ClNO", "method": "wB97M-V/def2-TZVPD", "species": ["C", "C", "N", "O", "Cl", "H", "H", "H", "H", "H"], "xyz": [[-1.1465, 0.2187, 0.3281], [-0.7981, -0.7893, -0.6754], [1.8243, 0.5442, -0.4483], [1.2944, 1.3507, 0.3495], [2.9156, -0.7530, 0.4125], [-1.8976, 1.0441, 0.0927], [-1.3059, -0.2916, 1.4133], [0.0282, 0.8181, 0.5001], [-0.1986, -1.5894, -0.3087], [-0.7158, -0.5526, -1.6639]], "forces_ev_per_angstrom": [[0.9, -0.2, 2.0], [-0.5, 0.7, 3.0], [-1.1, 1.8, -0.4], [1.2, -1.0, -0.7], [0.7, -0.9, 0.8], [0.9, -1.2, 0.3], [0.0, 1.3, -2.4], [-2.4, -0.5, 0.1], [0.3, -0.6, 0.0], [0.1, 0.6, -2.6]], "spin_multiplicity": 1, "de_lowest_kj_mol": 635.4, "charge": -1, "e_homo_ev": [-2.957, -2.676], "e_tot_ha": -669.249106, "homo_lumo_gap_ev": [7.312, 7.085]}


No. 4
{"formula": "C2H5ClNOP", "method": "wB97M-V/def2-TZVPD", "species": ["O", "C", "C", "P", "H", "H", "H", "N", "Cl", "H", "H"], "xyz": [[2.4765, 0.7555, 2.1833], [2.0644, 0.5666, 1.0948], [1.6062, 0.3967, -0.0729], [0.9914, -1.1688, -0.7760], [1.4783, 1.1305, -0.7553], [-0.4030, -0.6479, -0.9371], [1.4320, -0.9199, -2.1234], [-2.0574, -0.0643, 0.4246], [-3.0439, 0.3049, -0.9573], [-2.2543, 0.6906, 1.1385], [-2.2902, -1.0440, 0.7810]], "forces_ev_per_angstrom": [[-0.6, -0.4, -1.6], [1.5, 0.9, 3.8], [-0.7, -2.8, -1.0], [-1.2, 0.2, -0.2], [-0.1, 2.8, -1.5], [1.6, -0.7, -0.2], [-0.3, 0.0, 0.5], [-0.4, -0.2, 1.4], [0.0, -0.2, 0.3], [0.1, -1.5, -1.0], [0.0, 2.1, -0.6]], "spin_multiplicity": 1, "smiles": "O=C=CP.NCl", "de_lowest_kj_mol": 379.4, "charge": 0, "e_homo_ev": -9.191, "e_tot_ha": -1010.638252, "homo_lumo_gap_ev": 9.558}


No. 5
{"formula": "C2H5ClOS", "method": "wB97M-V/def2-TZVPD", "species": ["C", "C", "O", "S", "Cl", "H", "H", "H", "H", "H"], "xyz": [[1.0756, 0.3340, -0.5341], [0.2829, -0.4856, 0.5708], [-0.7097, 0.2070, 1.1883], [-2.0117, 0.9820, -0.0502], [-3.1197, -0.6226, -0.5148], [2.1118, 0.0837, -0.6222], [0.5306, 0.1890, -1.4975], [0.9192, 1.3242, -0.2598], [1.0874, -0.5249, 1.2813], [-0.1663, -1.4868, 0.4382]], "forces_ev_per_angstrom": [[-2.8, -2.7, -1.1], [1.8, -0.4, -1.1], [-3.8, 3.3, -1.2], [2.3, -1.5, 2.3], [0.1, 0.0, 0.0], [0.5, -0.3, 0.0], [0.8, 0.2, 0.4], [0.1, 1.9, 0.5], [0.1, -0.6, 1.2], [1.1, 0.1, -1.0]], "spin_multiplicity": 1, "smiles": "CCOSCl", "de_lowest_kj_mol": 186.3, "charge": 0, "e_homo_ev": -9.485, "e_tot_ha": -1012.737545, "homo_lumo_gap_ev": 8.956}


No. 6
{"formula": "C2H5CuO2", "method": "wB97M-V/def2-TZVPD", "species": ["C", "H", "H", "C", "O", "Cu", "H", "O", "H", "H"], "xyz": [[0.8083, 0.7792, 0.4106], [1.7653, 1.0411, 0.8715], [-0.0459, 1.3469, 0.7942], [0.8175, 0.6580, -1.0333], [-0.0207, -0.0113, -1.6462], [-1.5274, -1.3903, -1.2778], [1.4645, 1.3600, -1.5924], [-1.1600, -1.4315, 0.8461], [-1.7646, -1.7669, 1.5204], [-0.3370, -0.5853, 1.1068]], "forces_ev_per_angstrom": [[0.8, 1.2, 0.2], [-0.3, -0.4, 0.2], [-0.1, -0.4, 0.1], [-1.8, -0.3, -0.7], [0.9, 0.4, 0.1], [0.4, 0.2, 0.7], [0.2, -0.5, 0.0], [3.0, 2.9, -0.7], [0.5, 0.6, 0.6], [-3.7, -3.7, -0.5]], "spin_multiplicity": 2, "de_lowest_kj_mol": 91.4, "charge": 1, "e_homo_ev": [-14.483, -14.444], "e_tot_ha": -1869.775267, "homo_lumo_gap_ev": [9.744, 7.543]}


No. 7
{"formula": "C2H5F", "method": "wB97M-V/def2-TZVPD", "species": ["C", "C", "F", "H", "H", "H", "H", "H"], "xyz": [[-0.4319, 1.0978, 0.1628], [-0.4007, -0.3444, 0.0426], [0.8850, -0.8488, -0.2138], [0.5823, 1.5597, -0.0780], [-0.7089, 1.4460, 1.2134], [-1.1698, 1.6227, -0.5595], [-0.6947, -0.8967, 0.9256], [-0.9782, -0.6121, -0.8093]], "forces_ev_per_angstrom": [[-0.1, 4.4, 0.5], [0.6, -1.9, -0.2], [0.3, 0.3, -0.1], [-1.2, -0.7, 0.3], [0.4, -0.4, -1.4], [1.1, -1.0, 1.2], [-0.5, 0.1, 0.2], [-0.7, -0.7, -0.6]], "spin_multiplicity": 1, "smiles": "CCF", "de_lowest_kj_mol": 27.4, "charge": 0, "e_homo_ev": -11.612, "e_tot_ha": -179.043012, "homo_lumo_gap_ev": 12.825}


No. 8
{"formula": "C2H5F", "method": "wB97M-V/def2-TZVPD", "species": ["C", "C", "F", "H", "H", "H", "H", "H"], "xyz": [[-0.9466, 0.1376, 0.2387], [0.9203, -0.0694, -0.4053], [1.5475, -0.5420, 0.7366], [-1.7991, -0.0905, -0.3821], [-0.8294, -0.5789, 1.0030], [-0.9814, 1.1673, 0.5156], [1.2045, 0.9267, -0.6016], [0.8842, -0.9508, -1.1048]], "forces_ev_per_angstrom": [[3.6, -0.2, -1.9], [-4.8, -2.4, 1.8], [0.1, 0.5, -0.3], [0.2, -0.2, -0.7], [-0.2, -0.4, 1.2], [0.0, 0.5, 0.6], [0.7, 0.7, -0.8], [0.3, 1.7, 0.2]], "spin_multiplicity": 1, "de_lowest_kj_mol": 170.3, "charge": 0, "e_homo_ev": -9.971, "e_tot_ha": -178.988599, "homo_lumo_gap_ev": 11.209}


No. 9
{"formula": "C2H5F2N", "method": "wB97M-V/def2-TZVPD", "species": ["C", "C", "H", "H", "H", "H", "H", "N", "F", "F"], "xyz": [[0.5645, 0.3985, 0.0073], [-0.8262, 0.4201, -0.4237], [1.2563, -1.0332, 1.7740], [0.8938, -1.7269, -0.2271], [1.2895, 0.3644, -0.7972], [0.4711, 1.1994, 0.7552], [-1.5093, 0.3657, 0.5342], [0.5177, -1.0001, 0.5259], [-1.3259, 1.5947, -1.0142], [-1.3315, -0.5826, -1.1344]], "forces_ev_per_angstrom": [[-0.2, -2.0, -0.5], [-5.9, 1.7, 2.4], [-2.4, -0.2, -5.2], [-0.5, 2.2, 2.5], [0.3, 1.3, 0.0], [1.5, -0.4, -0.1], [1.7, 0.2, -1.2], [3.5, -1.6, 4.1], [1.2, -0.4, -0.3], [0.7, -0.9, -1.7]], "spin_multiplicity": 1, "de_lowest_kj_mol": 343.6, "charge": 0, "e_homo_ev": -9.865, "e_tot_ha": -333.570960, "homo_lumo_gap_ev": 10.222}


No. 10
{"formula": "C2H5F2NS", "method": "wB97M-V/def2-TZVPD", "species": ["F", "C", "F", "C", "S", "H", "H", "N", "H", "H", "H"], "xyz": [[0.1796, 0.8156, 2.2879], [0.9838, -0.2222, 2.0061], [2.1600, -0.0113, 2.5132], [0.6016, -1.3590, 1.4209], [-1.0989, -1.5612, 0.9527], [1.1861, -2.1801, 1.2135], [-1.0706, -2.8828, 0.6910], [-0.0809, 1.4193, -0.8123], [0.0727, 1.7572, -1.7839], [-0.4124, 2.2400, -0.3677], [-0.9047, 0.8211, -0.7132]], "forces_ev_per_angstrom": [[0.4, -0.9, -0.4], [-1.2, -0.8, -0.1], [1.0, 0.3, 0.1], [-1.9, 2.2, 0.6], [-0.2, 0.1, -0.1], [1.7, -1.2, -0.1], [0.2, 0.3, 0.1], [0.1, 0.0, -0.8], [-0.4, -0.9, 0.8], [0.0, 1.2, 0.9], [0.4, -0.2, -0.8]], "spin_multiplicity": 1, "smiles": "FC(F)=CS.N", "de_lowest_kj_mol": 90.4, "charge": 0, "e_homo_ev": -8.591, "e_tot_ha": -731.835629, "homo_lumo_gap_ev": 9.258}


Question: Which of these has the highest charge?
Answer: C2H5CuO2